Record 1
Density functional theory data (ωB97M-V/def2-TZVPD) for the molecule C2H3Cl3S in a non-equilibrium geometry.

Computed properties:
Structure (SMILES): ClC[C@H](Cl)SCl
F_max in eV/Å: 6.43
Relative energy (zero: lowest compared OMol25 entry of this formula, charge and spin) in kJ/mol: 118.5
2S+1: 1

Cartesian coordinates (Å):
1 Cl 1.330 1.941 0.570
2 C 1.275 0.223 0.288
3 C -0.364 -0.172 -0.307
4 Cl -0.455 0.775 -1.766
5 S -1.542 0.053 1.060
6 Cl -3.015 -1.143 0.215
7 H 1.693 0.076 -0.716
8 H 1.413 -0.464 1.032
9 H -0.334 -1.288 -0.376



Record 2
Density functional theory data (ωB97M-V/def2-TZVPD) for a structure of composition C15H21Cl6CoO2P2 in a non-equilibrium geometry.

Computed properties:
Total charge: +2
F_max in eV/Å: 8.37
Relative energy (zero: lowest compared OMol25 entry of this formula, charge and spin) in kJ/mol: 0.0
2S+1: 5

Cartesian coordinates (Å):
1 C 1.784 3.294 -2.247
2 C 1.488 1.908 -1.923
3 H 1.793 3.493 -3.356
4 H 2.802 3.499 -1.895
5 H 1.081 3.967 -1.747
6 O 1.395 0.843 -2.477
7 Cl 0.869 1.854 0.103
8 Co -0.201 -0.312 0.635
9 P 1.955 -1.089 0.853
10 C 2.407 -2.495 -0.181
11 C 3.331 0.040 0.483
12 H 4.288 -0.486 0.610
13 H 3.373 -1.709 2.713
14 H 3.297 0.913 1.146
15 H 1.905 -0.824 3.250
16 H 2.356 -2.183 -1.233
17 H 3.236 0.372 -0.558
18 C 2.294 -1.586 2.561
19 H 3.430 -2.804 0.062
20 H 1.791 -2.540 2.756
21 H 1.694 -3.307 0.006
22 P -2.197 0.703 -0.068
23 C -3.180 -0.205 -1.296
24 C -3.352 0.938 1.312
25 H -1.639 3.038 -0.097
26 H -3.059 2.679 -1.146
27 H -1.406 2.275 -1.717
28 C -2.061 2.342 -0.836
29 H -2.851 1.532 2.091
30 H -4.249 1.454 0.933
31 H -4.140 0.314 -1.426
32 H -3.350 -1.228 -0.939
33 H -3.624 -0.040 1.720
34 H -2.644 -0.253 -2.255
35 C -0.276 -1.035 -0.981
36 O -0.318 -1.567 -2.031
37 Cl -0.702 0.768 3.662
38 C -1.197 -0.875 3.405
39 C -0.979 -1.458 2.152
40 C -1.243 -2.812 1.991
41 Cl -0.984 -3.591 0.459
42 C -1.790 -3.602 3.039
43 Cl -2.070 -5.267 2.786
44 C -2.082 -2.984 4.280
45 Cl -2.792 -3.903 5.541
46 C -1.795 -1.597 4.462
47 Cl -2.081 -0.800 5.955



Record 3
Density functional theory data (ωB97M-V/def2-TZVPD) for a structure of composition C21H46Br2InO13P3 in a non-equilibrium geometry.

Computed properties:
Total charge: -2
F_max in eV/Å: 8.22
Relative energy (zero: lowest compared OMol25 entry of this formula, charge and spin) in kJ/mol: 0.0
2S+1: 1

Cartesian coordinates (Å):
1 C 1.654 -0.214 -3.909
2 C 2.640 0.515 -3.009
3 C 3.851 -0.302 -2.546
4 Br 3.271 -1.988 -1.695
5 In 5.438 -0.419 -4.150
6 C 7.369 0.523 -3.401
7 C 7.208 2.033 -3.204
8 C 6.117 2.315 -2.196
9 O 6.241 3.599 -1.540
10 C 5.727 4.666 -2.187
11 C 4.342 4.612 -2.792
12 O 6.364 5.699 -2.228
13 C 4.864 0.790 -5.943
14 O 4.845 0.221 -7.051
15 O 4.614 2.005 -5.728
16 P 6.139 -2.767 -4.995
17 O 7.811 -2.618 -4.985
18 Br 5.763 -4.438 -3.427
19 H 1.320 -1.168 -3.510
20 H 0.759 0.410 -3.997
21 H 2.035 -0.330 -4.925
22 H 2.089 0.778 -2.089
23 H 2.967 1.457 -3.456
24 H 4.286 0.261 -1.721
25 H 8.091 0.389 -4.213
26 H 7.721 0.022 -2.496
27 H 7.035 2.546 -4.151
28 H 8.140 2.430 -2.773
29 H 6.169 1.565 -1.407
30 H 5.152 2.175 -2.683
31 H 3.685 5.165 -2.119
32 H 4.381 5.099 -3.761
33 H 3.933 3.616 -2.918
34 H 8.048 -1.747 -4.648
35 O -1.743 -0.335 -2.821
36 P -2.956 -0.182 -2.019
37 O -2.722 -0.680 -0.516
38 C -1.764 -0.001 0.315
39 C -2.220 1.391 0.681
40 O -3.940 -1.378 -2.512
41 C -3.596 -2.204 -3.627
42 C -2.923 -3.480 -3.169
43 O -4.102 0.898 -1.791
44 C -5.335 0.940 -2.524
45 C -6.424 0.193 -1.787
46 H -0.793 0.021 -0.184
47 H -1.655 -0.600 1.219
48 H -2.262 2.037 -0.199
49 H -1.528 1.837 1.396
50 H -3.220 1.375 1.118
51 H -2.975 -1.662 -4.339
52 H -4.537 -2.438 -4.133
53 H -2.087 -3.264 -2.506
54 H -2.553 -4.051 -4.022
55 H -3.627 -4.102 -2.612
56 H -5.201 0.570 -3.539
57 H -5.610 1.993 -2.601
58 H -6.128 -0.827 -1.554
59 H -7.334 0.169 -2.389
60 H -6.644 0.688 -0.839
61 O -1.735 -1.000 4.352
62 P -2.250 -0.543 5.673
63 O -1.749 -1.719 6.684
64 C -0.382 -1.757 7.104
65 C -0.022 -0.604 8.022
66 O -3.789 -1.102 5.405
67 C -4.284 -1.411 4.102
68 C -4.139 -2.887 3.799
69 O -2.830 0.396 6.852
70 C -4.141 0.988 6.899
71 C -5.095 0.116 7.683
72 H 0.270 -1.773 6.226
73 H -0.255 -2.703 7.628
74 H -0.070 0.352 7.493
75 H 0.991 -0.727 8.406
76 H -0.717 -0.548 8.860
77 H -3.799 -0.801 3.342
78 H -5.343 -1.136 4.107
79 H -3.117 -3.223 3.971
80 H -4.406 -3.097 2.762
81 H -4.787 -3.475 4.452
82 H -4.510 1.207 5.899
83 H -4.026 1.943 7.415
84 H -5.129 -0.899 7.298
85 H -6.099 0.542 7.649
86 H -4.777 0.053 8.725



Record 4
Density functional theory data (ωB97M-V/def2-TZVPD) for the molecule C4H6F2O2 in a non-equilibrium geometry.

Computed properties:
F_max in eV/Å: 3.59
Relative energy (zero: lowest compared OMol25 entry of this formula, charge and spin) in kJ/mol: 442.1
2S+1: 1

Cartesian coordinates (Å):
1 C -0.895 -1.531 -0.950
2 C -1.050 0.663 0.112
3 C 0.493 0.666 -0.067
4 C 1.601 0.718 0.889
5 O -1.637 -0.372 -0.524
6 O 0.059 -1.807 -0.171
7 F -1.343 0.534 1.439
8 F 0.816 1.215 -1.252
9 H -1.678 -2.548 -0.741
10 H -0.669 -1.487 -2.057
11 H -1.394 1.749 -0.191
12 H 2.204 1.668 0.834
13 H 2.291 -0.206 0.833
14 H 1.202 0.737 1.845



Record 5
Density functional theory data (ωB97M-V/def2-TZVPD) for a structure of composition C30H24FeNOP2S3.

Computed properties:
Total charge: -2
F_max in eV/Å: 0.49
Relative energy (zero: lowest compared OMol25 entry of this formula, charge and spin) in kJ/mol: 28.5
2S+1: 6

Cartesian coordinates (Å):
1 Fe 0.318 0.541 2.287
2 S -1.319 -1.361 2.504
3 P -1.311 -0.816 0.538
4 C -0.914 0.790 0.410
5 P 0.377 1.473 -0.464
6 S 1.812 1.937 0.926
7 C -0.227 3.105 -1.080
8 C 0.388 3.718 -2.169
9 C -0.040 4.963 -2.610
10 C -1.092 5.607 -1.970
11 C -1.715 4.995 -0.889
12 C -1.287 3.750 -0.451
13 C 1.046 0.684 -1.876
14 C 2.397 0.266 -2.016
15 C 2.845 -0.357 -3.151
16 C 1.969 -0.621 -4.245
17 C 0.635 -0.197 -4.124
18 C 0.167 0.425 -2.992
19 C -2.967 -1.255 -0.118
20 C -3.618 -0.336 -0.931
21 C -4.865 -0.632 -1.468
22 C -5.467 -1.851 -1.192
23 C -4.820 -2.773 -0.375
24 C -3.576 -2.475 0.161
25 C -0.234 -2.005 -0.353
26 C -0.522 -2.427 -1.648
27 C 0.385 -3.207 -2.354
28 C 1.588 -3.571 -1.772
29 C 1.881 -3.154 -0.479
30 C 0.977 -2.380 0.227
31 H 1.198 3.198 -2.668
32 H 0.444 5.427 -3.463
33 H -1.430 6.577 -2.316
34 H -2.540 5.490 -0.388
35 H -1.768 3.247 0.380
36 H 3.078 0.446 -1.191
37 H 3.884 -0.671 -3.201
38 H 2.320 -1.122 -5.139
39 H -0.061 -0.379 -4.941
40 H -0.876 0.725 -2.937
41 H -3.125 0.613 -1.120
42 H -5.365 0.092 -2.102
43 H -6.440 -2.086 -1.608
44 H -5.289 -3.725 -0.154
45 H -3.071 -3.182 0.809
46 H -1.445 -2.121 -2.126
47 H 0.165 -3.493 -3.375
48 H 2.310 -4.149 -2.336
49 H 2.830 -3.416 -0.025
50 H 1.209 -2.051 1.234
51 O 1.911 -0.541 3.203
52 N 2.239 -0.354 4.456
53 C 3.226 -1.133 4.952
54 C 3.665 -1.026 6.244
55 C 3.060 -0.073 7.069
56 C 2.057 0.711 6.556
57 C 1.609 0.597 5.225
58 S 0.377 1.555 4.560
59 H 3.617 -1.827 4.223
60 H 4.459 -1.672 6.591
61 H 3.375 0.048 8.098
62 H 1.563 1.459 7.161



Record 6
Density functional theory data (ωB97M-V/def2-TZVPD) for a structure of composition C4H6ClFN2 in a non-equilibrium geometry.

Computed properties:
F_max in eV/Å: 5.48
Relative energy (zero: lowest compared OMol25 entry of this formula, charge and spin) in kJ/mol: 370.4
2S+1: 1

Cartesian coordinates (Å):
1 C -1.945 1.517 0.064
2 C -0.921 0.461 0.122
3 C 0.469 0.616 -0.084
4 C 1.641 -0.326 0.109
5 H -2.493 1.571 -0.955
6 H -1.719 2.574 0.687
7 H -2.897 0.927 0.639
8 H 0.706 -1.387 1.594
9 H 1.737 -2.502 0.146
10 H 3.059 0.808 -0.841
11 N 1.111 -1.574 0.362
12 N 2.795 -0.099 -0.353
13 F 0.851 1.883 0.091
14 Cl -1.697 -1.226 -0.202



Record 7
Density functional theory data (ωB97M-V/def2-TZVPD) for the molecule C6H7ClFN3O2 in a non-equilibrium geometry.

Computed properties:
Structure (SMILES): [H]/N=C1\C[C@](Cl)([N+](=O)[O-])[C@@H](N)C=C1F
F_max in eV/Å: 1.04
E in eV: -30137.4468
2S+1: 1

Cartesian coordinates (Å):
1 H 1.897 -1.270 2.602
2 N 2.188 -1.058 1.653
3 C 1.328 -0.526 0.909
4 C -0.082 -0.115 1.316
5 C -1.038 -0.154 0.145
6 Cl -2.690 0.372 0.642
7 N -1.226 -1.564 -0.328
8 O -0.673 -2.434 0.294
9 O -1.908 -1.715 -1.308
10 C -0.559 0.699 -1.066
11 N -0.643 2.122 -0.881
12 C 0.861 0.326 -1.377
13 C 1.687 -0.203 -0.476
14 F 2.948 -0.482 -0.824
15 H -0.433 -0.771 2.116
16 H -0.043 0.904 1.710
17 H -1.203 0.442 -1.918
18 H -1.593 2.421 -0.700
19 H -0.034 2.450 -0.142
20 H 1.217 0.555 -2.369



Record 8
Density functional theory data (ωB97M-V/def2-TZVPD) for the ion C13H19N2 with charge +1 in a non-equilibrium geometry.

Computed properties:
Total charge: +1
F_max in eV/Å: 1.72
Relative energy (zero: lowest compared OMol25 entry of this formula, charge and spin) in kJ/mol: 273.8
2S+1: 1

Cartesian coordinates (Å):
1 C 1.610 -2.844 -3.257
2 C 2.578 -1.912 -2.897
3 C 0.458 -2.990 -2.489
4 C 2.390 -1.122 -1.788
5 C 0.254 -2.201 -1.383
6 C 1.213 -1.231 -1.005
7 C -0.874 1.153 1.146
8 C 1.088 -0.405 0.123
9 C -0.044 -0.279 1.046
10 C 0.440 -0.621 2.459
11 C -1.144 1.812 3.568
12 C -1.046 1.016 -1.317
13 C -1.921 2.938 -0.024
14 N -1.344 1.702 2.178
15 N -1.205 1.675 -0.049
16 H 1.758 -3.463 -4.129
17 H 3.475 -1.808 -3.487
18 H -0.276 -3.731 -2.763
19 H 3.137 -0.393 -1.510
20 H -0.633 -2.342 -0.783
21 H 1.957 0.186 0.383
22 H -0.854 -0.958 0.763
23 H -0.394 -0.615 3.152
24 H 1.198 0.078 2.798
25 H 0.870 -1.621 2.458
26 H -1.527 2.797 3.851
27 H -0.097 1.753 3.873
28 H -1.733 1.069 4.109
29 H -1.571 0.059 -1.346
30 H -1.462 1.648 -2.098
31 H 0.009 0.855 -1.545
32 H -2.945 2.790 0.328
33 H -1.427 3.632 0.654
34 H -1.940 3.372 -1.019